This record from the Open Molecules 2025 dataset describes a molecular structure, C46H49NO3P3RuSTe4 in a non-equilibrium geometry. The level of theory is the ωB97M-V functional and the def2-TZVPD basis.

The calculation puts the frontier orbital gap (alpha / beta) at 5.606 / 4.865 eV. As for the expectation value of S²: 6.025. As for the multiplicity: 5. The value obtained for the energy above the lowest of the compared OMol25 structures with the same formula, charge and spin is 0.0 kcal per mole. The net charge is +1. The calculation puts the HOMO energy (alpha / beta) at -9.95 / -10.23 eV.

Positions of all 108 atoms, in Å:
Ru  -0.31611  -0.12747  1.38596
Te  -4.35140  -1.80308  2.20413
Te  -3.90550  -4.38189  2.66546
Te  -1.38644  -4.03814  3.43549
Te  -1.90489  -1.23688  3.15224
C  4.72425  -1.21417  1.91097
C  3.44017  -1.10030  1.08497
C  3.76663  -0.57882  -0.31205
C  2.81777  -2.49759  0.97035
P  2.11872  -0.01023  1.88350
C  2.26840  -0.54674  3.64766
C  3.15651  0.00225  4.57308
C  3.23621  -0.48325  5.87278
C  2.44169  -1.54157  6.27989
C  1.57304  -2.12347  5.37100
C  1.48824  -1.62557  4.07372
C  2.66832  1.79196  1.77393
C  4.17438  2.06541  1.86987
C  1.96378  2.57824  2.87950
C  2.16227  2.29998  0.41143
H  5.40803  -1.89418  1.38979
H  4.53791  -1.63257  2.90011
H  5.23685  -0.25989  2.02347
H  4.38907  -1.31715  -0.83299
H  4.33387  0.35101  -0.28235
H  2.87176  -0.41364  -0.90408
H  3.52117  -3.16429  0.45472
H  1.89458  -2.47605  0.39198
H  2.61300  -2.93201  1.95180
H  3.80543  0.81948  4.29157
H  3.93013  -0.03099  6.57051
H  2.50600  -1.91439  7.29688
H  0.96048  -2.96653  5.66359
H  0.84483  -2.11415  3.35954
H  4.62955  1.66149  2.77305
H  4.31588  3.15126  1.89302
H  4.72581  1.68616  1.00979
H  2.35707  2.35362  3.87020
H  0.90394  2.37917  2.90090
H  2.10637  3.64765  2.69205
H  2.71654  1.86232  -0.42131
H  2.28304  3.38787  0.36317
H  1.10941  2.07866  0.25344
O  -1.26940  3.12738  -0.11323
C  -1.50471  2.98263  1.06481
N  -1.28106  1.82001  1.79480
S  -1.91044  1.88599  3.27139
O  -0.96204  1.45456  4.27067
O  -3.15179  1.07358  3.30336
C  -2.29528  3.60069  3.26174
C  -2.71815  4.43193  4.27717
C  -2.91354  5.76962  3.95696
C  -2.69309  6.23531  2.66326
C  -2.26276  5.37736  1.65520
C  -2.05950  4.05222  1.97017
H  -2.89091  4.06225  5.28215
H  -3.23679  6.45537  4.72883
H  -2.85523  7.28252  2.44106
H  -2.07717  5.72502  0.64606
C  -0.81015  0.28691  -2.55215
P  -1.49402  -0.13317  -0.89530
C  -3.11529  0.73382  -1.07231
C  -3.67216  1.07575  -2.30565
C  -4.91933  1.68521  -2.38025
C  -5.63292  1.98312  -1.22869
C  -5.08677  1.66731  0.00859
C  -3.84540  1.04744  0.07212
C  -2.04655  -1.88594  -1.11748
C  -1.27465  -2.90061  -0.55232
C  -1.62920  -4.23487  -0.69138
C  -2.78886  -4.57359  -1.37731
C  -3.57840  -3.57587  -1.92733
C  -3.20853  -2.24203  -1.80155
P  0.87045  -0.31501  -3.01994
C  0.92139  0.26310  -4.77166
C  0.21984  1.37384  -5.23707
C  0.30471  1.75621  -6.57414
C  1.10418  1.04615  -7.45581
C  1.83671  -0.04001  -6.99367
C  1.74899  -0.42405  -5.66399
C  0.54434  -2.09544  -3.35186
C  1.48276  -3.02768  -2.91827
C  1.31473  -4.38697  -3.18055
C  0.20180  -4.81969  -3.88390
C  -0.73275  -3.89339  -4.33975
C  -0.55797  -2.54365  -4.08186
H  -0.76130  1.37652  -2.52267
H  -1.51499  -0.02377  -3.31930
H  -3.14584  0.87550  -3.23001
H  -5.33379  1.93547  -3.35112
H  -6.59836  2.46922  -1.29550
H  -5.61245  1.91166  0.92531
H  -3.40276  0.84619  1.02987
H  -0.37101  -2.64012  -0.02124
H  -1.00340  -5.00821  -0.26299
H  -3.07106  -5.61580  -1.48610
H  -4.48541  -3.83339  -2.46521
H  -3.83193  -1.47590  -2.24844
H  -0.39574  1.96322  -4.56576
H  -0.25933  2.61448  -6.92331
H  1.16306  1.34320  -8.49623
H  2.47828  -0.59040  -7.67181
H  2.32100  -1.27805  -5.31468
H  2.36122  -2.68700  -2.38836
H  2.05841  -5.10143  -2.84168
H  0.06740  -5.87678  -4.09226
H  -1.59562  -4.22671  -4.90670
H  -1.27822  -1.83277  -4.47544

Force components x, y, z for each atom (eV/Å):
Ru -0.224 1.116 -0.819
Te -0.555 -0.012 -0.379
Te -0.024 -0.185 0.023
Te -0.065 0.216 -0.229
Te 0.758 -0.619 0.666
C 0.056 -0.058 -0.039
C -0.157 -0.036 0.087
C 0.165 -0.110 -0.059
C 0.166 -0.083 -0.074
P 0.417 -0.302 0.491
C -0.054 0.018 0.032
C 0.006 0.044 0.046
C 0.055 0.111 -0.073
C -0.040 -0.076 0.109
C -0.023 0.082 -0.257
C 0.310 0.047 0.303
C 0.000 -0.100 -0.122
C 0.020 0.062 -0.042
C 0.145 0.116 0.090
C 0.216 0.047 -0.060
H -0.064 0.064 0.022
H 0.014 0.010 -0.018
H -0.021 -0.089 0.013
H -0.088 0.049 0.055
H -0.043 -0.110 -0.046
H -0.135 -0.011 -0.147
H -0.077 0.094 0.080
H -0.108 -0.001 -0.068
H -0.010 0.023 -0.036
H -0.048 -0.062 0.041
H -0.016 0.007 -0.036
H -0.012 0.030 -0.113
H -0.019 -0.029 0.040
H -0.176 -0.063 -0.189
H -0.005 0.076 -0.058
H -0.017 -0.069 -0.023
H -0.022 0.062 0.123
H -0.011 0.041 -0.041
H -0.313 -0.048 0.009
H 0.008 -0.067 0.005
H -0.045 0.056 0.062
H 0.013 -0.096 0.013
H -0.221 0.020 0.022
O 0.120 -0.112 0.149
C 0.038 -0.131 0.269
N 0.071 0.197 -0.117
S -0.301 -0.292 0.081
O -0.075 0.407 -0.055
O 0.366 0.343 -0.044
C 0.060 -0.024 -0.178
C -0.093 -0.167 0.171
C 0.002 0.046 -0.048
C -0.024 -0.018 -0.016
C -0.070 0.193 -0.082
C 0.103 -0.161 0.077
H 0.037 0.027 -0.107
H -0.002 0.008 -0.030
H 0.015 -0.033 0.015
H -0.002 0.002 0.057
C 0.331 -0.055 0.222
P -0.440 -0.755 -0.395
C -0.060 0.167 0.130
C 0.008 0.017 -0.025
C 0.001 0.021 -0.052
C 0.041 -0.021 0.073
C 0.069 -0.059 -0.058
C 0.016 -0.044 -0.099
C -0.081 0.026 0.049
C -0.113 0.012 -0.168
C -0.055 0.030 0.010
C 0.043 -0.110 0.061
C -0.087 0.111 -0.048
C 0.003 0.018 -0.064
P 0.098 -0.130 -0.019
C -0.035 0.091 0.019
C 0.006 0.020 -0.053
C -0.018 0.017 0.088
C -0.011 0.047 0.008
C 0.025 -0.030 0.071
C -0.013 -0.006 0.008
C 0.054 -0.030 -0.009
C -0.132 -0.106 -0.040
C 0.027 0.075 0.024
C 0.034 -0.032 0.008
C -0.035 0.008 0.015
C -0.008 -0.049 -0.008
H -0.004 0.120 -0.104
H -0.067 0.037 0.002
H -0.125 0.062 0.068
H 0.058 -0.023 0.072
H 0.031 -0.021 0.003
H 0.025 -0.013 -0.046
H -0.012 -0.056 0.267
H 0.213 0.048 0.159
H 0.017 0.012 -0.015
H 0.020 0.081 0.000
H 0.083 0.028 0.044
H -0.001 -0.054 0.055
H 0.000 -0.069 -0.066
H 0.048 -0.058 0.039
H 0.006 -0.023 0.057
H -0.035 0.014 0.040
H -0.042 0.017 -0.048
H 0.080 0.038 0.119
H -0.067 0.075 -0.031
H 0.005 0.115 0.016
H 0.065 0.023 0.043
H 0.031 -0.043 0.032